ORCA calculation (ωB97M-V/def2-TZVPD) on a molecular structure, C23H42O34S9 in a non-equilibrium geometry.

Calculated values
- Electronic energy: -7042.865805 Ha
- Max |F|: 10.923 eV/Å
- E_LUMO: -0.12 eV
- HOMO-LUMO gap: 7.75 eV

```
108
C23H42O34S9 (ωB97M-V/def2-TZVPD)
C 0.365 -5.796 -4.229
C 0.668 -4.970 -3.031
C 0.521 -3.334 -3.198
C 1.814 -2.529 -2.576
O 3.036 -2.451 -3.390
C 3.773 -3.688 -3.147
O 4.317 -4.428 -4.053
C 3.645 -3.854 -1.534
C 2.306 -3.037 -1.106
S 2.823 -1.779 0.175
H 1.129 -5.665 -5.111
H -0.536 -6.521 -4.241
H 1.037 -5.416 -2.019
H 0.410 -3.047 -4.329
H -0.446 -2.986 -2.639
H 1.432 -1.432 -2.602
H 3.356 -4.964 -1.284
H 4.646 -3.464 -1.079
H 1.391 -3.596 -0.673
H 3.453 -2.430 1.269
C 2.978 1.039 4.560
C 2.955 0.056 5.725
O 1.837 -0.793 5.472
S 1.649 -0.956 3.864
O 2.277 -2.187 3.460
O 0.291 -0.623 3.529
O 2.610 0.276 3.412
H 2.235 1.830 4.697
H 3.964 1.488 4.419
H 2.849 0.556 6.689
H 3.856 -0.565 5.734
C 2.833 -8.667 -3.730
C 3.423 -10.055 -3.515
O 2.580 -10.671 -2.542
S 1.062 -10.114 -2.728
O 0.327 -11.069 -3.512
O 0.601 -9.623 -1.459
O 1.418 -8.844 -3.679
H 3.121 -7.987 -2.922
H 3.129 -8.237 -4.689
H 4.455 -10.019 -3.163
H 3.371 -10.652 -4.431
C -1.648 -2.655 1.977
C -2.753 -2.748 3.021
O -3.955 -2.934 2.274
S -3.615 -3.776 0.925
O -3.923 -5.160 1.168
O -4.125 -3.050 -0.205
O -1.998 -3.602 0.966
H -1.620 -1.663 1.519
H -0.666 -2.889 2.394
H -2.817 -1.851 3.639
H -2.616 -3.624 3.664
C -0.514 -2.080 8.947
C -1.888 -1.613 9.413
O -1.974 -0.248 9.006
S -1.132 -0.052 7.627
O -2.053 -0.114 6.525
O -0.204 1.030 7.811
O -0.310 -1.455 7.680
H 0.271 -1.735 9.627
H -0.458 -3.166 8.850
H -2.013 -1.701 10.493
H -2.685 -2.167 8.907
C -2.882 3.376 4.156
C -2.601 3.779 2.712
O -1.514 2.947 2.296
S -1.628 1.513 3.061
O -2.275 0.579 2.173
O -0.372 1.242 3.704
O -2.705 1.961 4.197
H -2.157 3.830 4.839
H -3.893 3.644 4.470
H -2.336 4.834 2.618
H -3.460 3.560 2.068
C 1.053 4.091 -1.812
C 2.066 3.214 -1.085
O 1.893 3.516 0.298
S 0.329 3.884 0.569
O -0.333 2.709 1.065
O 0.271 5.155 1.240
O -0.109 4.097 -0.983
H 1.414 5.120 -1.901
H 0.811 3.705 -2.804
H 3.092 3.416 -1.399
H 1.844 2.152 -1.230
C -1.208 8.898 -1.343
C -2.252 7.795 -1.230
O -2.686 7.555 -2.568
S -1.443 7.821 -3.583
O -0.831 6.553 -3.887
O -1.874 8.744 -4.597
O -0.481 8.611 -2.538
H -1.681 9.878 -1.459
H -0.535 8.920 -0.483
H -3.094 8.081 -0.597
H -1.808 6.870 -0.848
C -1.297 6.777 -7.216
C -2.342 5.674 -7.104
O -2.776 5.435 -8.442
S -1.532 5.702 -9.457
O -0.921 4.436 -9.762
O -1.963 6.625 -10.470
O -0.569 6.491 -8.411
H -1.770 7.757 -7.332
H -0.625 6.798 -6.356
H -3.184 5.961 -6.471
H -1.899 4.749 -6.722
```

Atom charges from the Mulliken analysis, given in e for atoms 1 to 99: number 1, C, carries -0.848; number 2, C, carries -0.006; number 3, C, carries -0.647; number 4, C, carries 0.224; number 5, O, carries -0.389; number 6, C, carries 0.432; number 7, O, carries -0.587; number 8, C, carries -0.411; number 9, C, carries -0.180; number 10, S, carries -0.211; number 11, H, carries 0.264; number 12, H, carries 0.254; number 13, H, carries 0.226; number 14, H, carries 0.381; number 15, H, carries 0.313; number 16, H, carries 0.264; number 17, H, carries 0.142; number 18, H, carries 0.409; number 19, H, carries 0.235; number 20, H, carries 0.139; number 21, C, carries -0.227; number 22, C, carries -0.462; number 23, O, carries -0.334; number 24, S, carries 0.992; number 25, O, carries -0.685; number 26, O, carries -0.116; number 27, O, carries -0.213; number 28, H, carries 0.134; number 29, H, carries 0.383; number 30, H, carries 0.365; number 31, H, carries 0.260; number 32, C, carries -0.211; number 33, C, carries -0.359; number 34, O, carries -0.317; number 35, S, carries 1.076; number 36, O, carries -0.540; number 37, O, carries -0.537; number 38, O, carries -0.239; number 39, H, carries 0.182; number 40, H, carries 0.322; number 41, H, carries 0.318; number 42, H, carries 0.295; number 43, C, carries 0.059; number 44, C, carries -0.187; number 45, O, carries -0.335; number 46, S, carries 1.092; number 47, O, carries -0.549; number 48, O, carries -0.557; number 49, O, carries -0.307; number 50, H, carries 0.165; number 51, H, carries 0.116; number 52, H, carries 0.144; number 53, H, carries 0.345; number 54, C, carries -0.344; number 55, C, carries -0.415; number 56, O, carries -0.321; number 57, S, carries 1.190; number 58, O, carries -0.491; number 59, O, carries -0.597; number 60, O, carries -0.250; number 61, H, carries 0.302; number 62, H, carries 0.317; number 63, H, carries 0.318; number 64, H, carries 0.279; number 65, C, carries -0.478; number 66, C, carries -0.477; number 67, O, carries -0.067; number 68, S, carries 0.858; number 69, O, carries -0.657; number 70, O, carries -0.298; number 71, O, carries -0.317; number 72, H, carries 0.288; number 73, H, carries 0.348; number 74, H, carries 0.356; number 75, H, carries 0.334; number 76, C, carries -0.347; number 77, C, carries -0.345; number 78, O, carries -0.358; number 79, S, carries 1.192; number 80, O, carries -0.362; number 81, O, carries -0.622; number 82, O, carries -0.316; number 83, H, carries 0.266; number 84, H, carries 0.371; number 85, H, carries 0.333; number 86, H, carries 0.220; number 87, C, carries -0.385; number 88, C, carries -0.101; number 89, O, carries -0.317; number 90, S, carries 1.227; number 91, O, carries -0.508; number 92, O, carries -0.606; number 93, O, carries -0.348; number 94, H, carries 0.312; number 95, H, carries 0.333; number 96, H, carries 0.305; number 97, H, carries 0.112; number 98, C, carries -0.132; number 99, C, carries -0.280

***

ORCA calculation (ωB97M-V/def2-TZVPD) on 7 unconnected molecules or ions with the total composition C23H43BCl13FN3O5P in a non-equilibrium geometry.

Calculated values
- Electronic energy: -7891.520977 Ha
- Net charge: -2
- Max |F|: 2.282 eV/Å
- E_LUMO: 3.36 eV
- HOMO-LUMO gap: 6.13 eV

```
90
C23H43BCl13FN3O5P (ωB97M-V/def2-TZVPD)
C 0.441 2.447 -5.291
C -0.734 2.950 -4.918
C -1.726 2.227 -4.054
B -1.169 1.668 -2.617
F -0.457 2.788 -1.999
O -2.271 1.176 -1.818
C -1.828 0.066 -1.043
C -2.127 0.332 0.449
O -2.957 1.207 0.729
O -1.573 -0.420 1.296
C -0.350 -0.146 -1.471
C 0.726 0.106 -0.397
C 1.968 0.782 -0.958
C 2.737 -0.025 -2.016
C 4.229 0.269 -1.960
N 4.537 1.695 -2.163
C 4.785 2.473 -0.990
N 5.725 2.291 -0.156
N 3.914 3.565 -0.798
P -0.151 -1.959 -1.872
O -0.585 -2.589 -0.427
Cl -1.779 -2.403 -3.139
O -0.186 0.556 -2.661
H 1.064 2.968 -6.007
H 0.758 1.502 -4.867
H -1.017 3.936 -5.282
H -2.529 2.925 -3.796
H -2.195 1.444 -4.657
H -2.565 -0.719 -1.262
H 1.023 -0.851 0.042
H 0.340 0.689 0.435
H 2.666 0.944 -0.126
H 1.744 1.763 -1.373
H 2.346 0.154 -3.015
H 2.630 -1.081 -1.756
H 4.660 -0.145 -1.043
H 4.698 -0.273 -2.786
H 5.290 1.825 -2.823
H 6.259 1.473 -0.448
H 3.470 3.803 -1.674
H 3.213 3.367 -0.097
H -1.003 -1.897 0.145
Cl -1.630 -6.162 -3.134
C -3.224 -5.502 -3.561
C -4.238 -6.578 -3.843
Cl -3.889 -7.482 -5.348
H -3.090 -4.840 -4.411
H -3.554 -4.904 -2.712
H -5.220 -6.127 -3.969
H -4.285 -7.299 -3.032
Cl -4.744 -3.338 4.438
C -4.127 -1.665 4.254
C -2.665 -1.621 3.920
Cl -1.636 -2.153 5.294
H -4.345 -1.136 5.178
H -4.684 -1.204 3.440
H -2.364 -0.602 3.691
H -2.432 -2.232 3.055
Cl 1.670 2.347 6.249
C 0.307 1.974 5.146
C 0.666 0.957 4.100
Cl 1.826 1.573 2.900
H -0.016 2.907 4.694
H -0.500 1.585 5.765
H -0.228 0.673 3.539
H 1.094 0.061 4.541
Cl 7.486 4.067 -2.825
C 7.048 5.224 -1.540
C 6.680 6.574 -2.088
Cl 8.083 7.437 -2.792
H 7.885 5.285 -0.850
H 6.193 4.795 -1.013
H 6.296 7.198 -1.285
H 5.920 6.494 -2.861
Cl -4.577 -0.981 -2.236
C -5.829 0.198 -1.795
C -5.754 0.559 -0.332
Cl -6.258 -0.805 0.723
H -6.802 -0.208 -2.070
H -5.638 1.092 -2.387
H -6.435 1.382 -0.122
H -4.737 0.852 -0.045
Cl -0.521 -6.598 8.922
C -0.665 -4.981 8.170
C 0.436 -4.705 7.183
Cl 2.028 -4.527 7.974
H -0.673 -4.245 8.969
H -1.623 -4.952 7.656
H 0.227 -3.773 6.667
H 0.519 -5.498 6.445
```

For each atom in turn, the Mulliken charge in e is: number 1, C, carries -0.704; number 2, C, carries -0.167; number 3, C, carries -0.594; number 4, B, carries 0.774; number 5, F, carries -0.386; number 6, O, carries -0.442; number 7, C, carries 0.025; number 8, C, carries 0.324; number 9, O, carries -0.929; number 10, O, carries -0.818; number 11, C, carries 1.611; number 12, C, carries -1.348; number 13, C, carries -0.091; number 14, C, carries -0.294; number 15, C, carries -1.064; number 16, N, carries -0.100; number 17, C, carries 0.071; number 18, N, carries -0.656; number 19, N, carries -0.438; number 20, P, carries -0.180; number 21, O, carries -0.453; number 22, Cl, carries -0.334; number 23, O, carries -0.443; number 24, H, carries 0.264; number 25, H, carries 0.065; number 26, H, carries 0.273; number 27, H, carries 0.157; number 28, H, carries 0.240; number 29, H, carries -0.295; number 30, H, carries 0.751; number 31, H, carries -0.022; number 32, H, carries 0.452; number 33, H, carries 0.095; number 34, H, carries 0.020; number 35, H, carries 0.258; number 36, H, carries 0.389; number 37, H, carries 0.462; number 38, H, carries 0.274; number 39, H, carries 0.255; number 40, H, carries 0.278; number 41, H, carries 0.304; number 42, H, carries 0.323; number 43, Cl, carries -0.179; number 44, C, carries -0.332; number 45, C, carries -0.470; number 46, Cl, carries -0.219; number 47, H, carries 0.288; number 48, H, carries 0.270; number 49, H, carries 0.319; number 50, H, carries 0.331; number 51, Cl, carries -0.246; number 52, C, carries -0.201; number 53, C, carries -0.127; number 54, Cl, carries -0.217; number 55, H, carries 0.326; number 56, H, carries 0.187; number 57, H, carries 0.063; number 58, H, carries 0.221; number 59, Cl, carries -0.236; number 60, C, carries -0.410; number 61, C, carries 0.226; number 62, Cl, carries -0.144; number 63, H, carries 0.362; number 64, H, carries 0.288; number 65, H, carries -0.415; number 66, H, carries 0.305; number 67, Cl, carries -0.205; number 68, C, carries -0.166; number 69, C, carries -0.455; number 70, Cl, carries -0.220; number 71, H, carries 0.329; number 72, H, carries 0.100; number 73, H, carries 0.319; number 74, H, carries 0.328; number 75, Cl, carries -0.077; number 76, C, carries -0.544; number 77, C, carries -0.085; number 78, Cl, carries -0.268; number 79, H, carries 0.374; number 80, H, carries 0.274; number 81, H, carries 0.404; number 82, H, carries -0.005; number 83, Cl, carries -0.214; number 84, C, carries -0.397; number 85, C, carries -0.038; number 86, Cl, carries -0.209; number 87, H, carries 0.342; number 88, H, carries 0.272; number 89, H, carries -0.109; number 90, H, carries 0.352

***

> Which value of max |F| does entry 1 give?

10.923 eV/Å

***

> Look up the HOMO-LUMO gap of the second one.

6.13 eV

***

> Number 1 is which compound?

C23H42O34S9

***

> Among the records above, which one has the highest max |F|?

C23H42O34S9